A 2-piece molecular cluster, C4H9NO overall. Source: the OMol25 dataset; level of theory: ωB97M-V/def2-TZVPD.

Gap between HOMO and LUMO, eV: 8.06
Total charge: 0
E_LUMO, eV: 0.71
E_tot, a.u.: -287.6799
M, g/mol: 87.12
Highest occupied orbital energy, hartree: -0.2702
Spin multiplicity: 1

```
15
Properties=species:S:1:pos:R:3:forces:R:3:mulliken_charge:R:1
C 1.5721 0.5623 -0.4566 0.2 0.0 0.0 -1.00
N 0.1012 0.5121 -0.4644 -0.1 0.0 0.0 0.11
C -0.4809 -0.0220 -1.5315 0.0 0.1 0.0 -0.51
C -0.5065 0.9248 0.6526 0.0 0.2 -0.2 -0.75
C -0.8946 -1.3938 1.2550 -0.2 -0.2 0.3 0.08
O -1.4969 -1.4832 2.3020 0.3 -0.1 -0.4 -0.51
H 1.9073 1.5565 -0.7610 -0.1 -0.1 0.0 0.33
H 1.9643 -0.1911 -1.1394 -0.1 0.1 0.1 0.33
H 1.9234 0.3508 0.5537 0.0 0.0 -0.1 0.37
H 0.1299 -0.3236 -2.3687 0.0 0.1 0.1 0.22
H -1.3872 -1.3064 0.2624 -0.1 0.0 0.2 0.18
H -1.5601 0.0156 -1.6003 0.2 0.0 0.0 0.32
H -1.5785 1.0546 0.6538 0.1 0.0 -0.1 0.36
H 0.1012 1.2971 1.4620 0.0 0.0 -0.1 0.30
H 0.2052 -1.5537 1.1804 -0.1 -0.1 0.1 0.18
```
Forces are in eV/Å.